Record 1
Entry from the Open Molecules 2025 dataset: a structure of composition C22H25BF4MgN5S in a non-equilibrium geometry (ωB97M-V with the def2-TZVPD basis set).

Results
spin multiplicity = 1
lowest unoccupied orbital energy = 2.5 eV
HOMO = -4.5 eV
strongest force on any atom = 1.8 eV/A
DFT total energy = -58507.60504 eV
charge = -1
relative energy (zero: lowest compared OMol25 entry of this formula, charge and spin) = 0.798 eV

CARTESIAN COORDINATES (ANGSTROEM)
1 Mg -0.6367 -0.4388 -0.1592
2 C 3.0331 0.5366 4.6749
3 C 1.8165 -0.3857 4.5559
4 N 0.6968 0.2211 3.8886
5 C 0.6577 0.4854 2.5579
6 S 1.8642 -0.1019 1.5433
7 N -0.2663 1.3640 2.1975
8 N -0.6682 1.3936 0.9539
9 C -1.1871 2.4803 0.4662
10 C -1.2028 3.7835 1.2253
11 C -1.6762 2.4058 -0.8804
12 C -2.2956 3.4856 -1.5404
13 C -2.6006 3.3644 -2.8772
14 C -2.3288 2.1688 -3.5293
15 C -1.8144 1.1194 -2.7782
16 N -1.4936 1.2375 -1.5107
17 H 3.8564 -0.0074 5.1337
18 H 2.8059 1.4127 5.2802
19 H 3.3336 0.8532 3.6787
20 H 1.4872 -0.7035 5.5480
21 H 2.1045 -1.2601 3.9676
22 H -0.0182 0.6749 4.4342
23 H -0.3854 3.7857 1.9460
24 H -2.1383 3.9187 1.7708
25 H -1.0718 4.6226 0.5450
26 H -2.5285 4.3973 -1.0113
27 H -3.0407 4.1962 -3.4155
28 H -2.5168 2.0492 -4.5837
29 H -1.6505 0.1518 -3.2217
30 C 4.2801 -0.1867 -4.3808
31 C 3.1727 -0.2254 -3.3724
32 C 2.7146 0.9261 -2.7418
33 C 1.6844 0.8274 -1.8228
34 N 1.1080 -0.3187 -1.5125
35 C 1.5335 -1.4234 -2.0982
36 C 2.5592 -1.4253 -3.0287
37 H 4.6419 0.8293 -4.5216
38 H 3.9261 -0.5721 -5.3363
39 H 5.1079 -0.8130 -4.0500
40 H 3.1566 1.8873 -2.9639
41 H 1.3111 1.7007 -1.3023
42 H 1.0253 -2.3353 -1.8153
43 H 2.8717 -2.3513 -3.4873
44 C -2.4696 -3.5714 3.1867
45 C -3.2572 -2.6112 2.5760
46 C -2.6994 -1.7401 1.6540
47 C -1.3469 -1.7721 1.3000
48 C -0.5910 -2.7643 1.9314
49 C -1.1282 -3.6468 2.8557
50 H -2.8972 -4.2547 3.9114
51 H -4.3137 -2.5481 2.8181
52 H -3.3502 -1.0076 1.1832
53 H 0.4674 -2.8538 1.7016
54 H -0.5026 -4.4044 3.3183
55 F -1.3839 -1.5902 -1.6085
56 B -1.8483 -2.5411 -2.5866
57 F -1.3678 -2.1184 -3.8148
58 F -1.3255 -3.7658 -2.2712
59 F -3.2154 -2.5382 -2.5796

The net atomic charges from natural (NBO), expressed in e, are: 1.71 -0.62 -0.22 -0.60 0.30 -0.43 -0.46 -0.29 0.11 -0.67 0.19 -0.27 -0.16 -0.29 0.08 -0.53 0.20 0.19 0.23 0.19 0.22 0.39 0.25 0.22 0.20 0.21 0.21 0.22 0.24 -0.63 0.03 -0.27 0.08 -0.54 0.08 -0.25 0.21 0.22 0.22 0.21 0.21 0.23 0.21 -0.26 -0.24 -0.24 -0.61 -0.17 -0.27 0.19 0.19 0.18 0.18 0.19 -0.63 1.35 -0.57 -0.56 -0.55

---

Record 2
Entry from the Open Molecules 2025 dataset: a cluster of 2 separate species, C9H14 in total in a non-equilibrium geometry (ωB97M-V with the def2-TZVPD basis set).

Results
spin multiplicity = 1
lowest unoccupied orbital energy = 1.0 eV
HOMO = -9.0 eV
strongest force on any atom = 1.4 eV/A
SMILES = Cc1ccccc1.CC
DFT total energy = -9559.67259 eV
relative energy (zero: lowest compared OMol25 entry of this formula, charge and spin) = 0.509 eV

CARTESIAN COORDINATES (ANGSTROEM)
1 C -1.7476 -1.6429 -2.2904
2 C -0.5109 -0.8271 -1.9826
3 C 0.0591 -0.7223 -0.7105
4 C 0.9927 0.2349 -0.3900
5 C 1.3664 1.1592 -1.3652
6 C 0.8521 1.0903 -2.6567
7 C -0.0910 0.0973 -2.9242
8 H -1.9214 -1.7495 -3.3541
9 H -2.5478 -1.0799 -1.8096
10 H -1.6758 -2.6085 -1.7836
11 H -0.2811 -1.4234 0.0526
12 H 1.4407 0.2360 0.5920
13 H 2.1041 1.9323 -1.1804
14 H 1.2203 1.6927 -3.4663
15 H -0.5407 0.0375 -3.9112
16 C 0.9320 0.5290 3.4657
17 C -0.6168 0.3314 3.3392
18 H 1.3727 0.3724 4.4484
19 H 1.4085 -0.1884 2.7947
20 H 1.1512 1.5693 3.2296
21 H -0.9462 -0.3218 2.5360
22 H -1.0372 -0.0441 4.2731
23 H -0.9831 1.3254 3.0935

The net atomic charges from natural (NBO), expressed in e, are: -0.62 -0.02 -0.21 -0.22 -0.22 -0.21 -0.20 0.22 0.22 0.21 0.20 0.22 0.21 0.21 0.20 -0.61 -0.62 0.21 0.20 0.21 0.20 0.21 0.21

---

Record 3
Entry from the Open Molecules 2025 dataset: a structure of composition C2BrCl3F2 in a non-equilibrium geometry (ωB97M-V with the def2-TZVPD basis set).

Results
spin multiplicity = 1
lowest unoccupied orbital energy = -1.2 eV
HOMO = -9.6 eV
strongest force on any atom = 2.0 eV/A
DFT total energy = -115115.46498 eV
relative energy (zero: lowest compared OMol25 entry of this formula, charge and spin) = 0.082 eV

CARTESIAN COORDINATES (ANGSTROEM)
1 C -0.7992 0.6554 1.2022
2 C 1.8091 -0.4834 -1.5847
3 F -1.3802 1.7046 1.8429
4 F 0.3527 0.4479 1.7889
5 Cl -1.7758 -0.9119 1.4294
6 Cl -0.7041 0.9891 -0.4936
7 Cl 1.4193 -1.8888 -0.8574
8 Br 1.0782 -0.5129 -3.3277

The net atomic charges from natural (NBO), expressed in e, are: 0.63 -0.19 -0.31 -0.29 -0.06 0.05 0.11 0.06

---

Record 4
Entry from the Open Molecules 2025 dataset: a structure of composition H16HeO8 (ωB97M-V with the def2-TZVPD basis set).

Results
spin multiplicity = 1
lowest unoccupied orbital energy = 0.2 eV
HOMO = -10.0 eV
strongest force on any atom = 0.9 eV/A
DFT total energy = -16718.40716 eV
relative energy (zero: lowest compared OMol25 entry of this formula, charge and spin) = 0.894 eV

CARTESIAN COORDINATES (ANGSTROEM)
1 He -0.0691 0.3394 0.7928
2 O 2.8707 0.8383 -1.2406
3 H 3.7792 0.5825 -1.4002
4 H 2.8597 1.7850 -1.3812
5 O 0.8076 0.2225 -2.6669
6 H 1.5735 0.4985 -2.1635
7 H 0.0640 0.6065 -2.2024
8 O -0.5772 -3.0635 1.3504
9 H -0.0486 -2.9277 2.1368
10 H -0.6239 -4.0146 1.2538
11 O -2.7147 -1.9734 2.8803
12 H -2.3619 -2.2650 3.7209
13 H -2.1468 -2.3818 2.2269
14 O -1.5540 3.2266 -0.4074
15 H -0.9009 3.5083 0.2332
16 H -2.3301 3.0230 0.1147
17 O -1.3348 -2.5750 -1.2859
18 H -0.8770 -2.8862 -0.5051
19 H -1.4531 -1.6369 -1.1370
20 O 3.7580 2.6173 0.9788
21 H 3.4996 2.6270 1.9005
22 H 3.2844 1.8744 0.6047
23 O -1.7017 0.3182 -1.1293
24 H -2.2313 0.4644 -1.9132
25 H -1.5716 1.1922 -0.7612

The net atomic charges from natural (NBO), expressed in e, are: 0.00 -0.94 0.49 0.48 -0.97 0.47 0.46 -0.95 0.48 0.49 -0.95 0.45 0.49 -0.94 0.48 0.48 -0.97 0.47 0.49 -0.95 0.47 0.48 -0.97 0.48 0.49

---

Repeat the first record exactly.
Entry from the Open Molecules 2025 dataset: a structure of composition C22H25BF4MgN5S in a non-equilibrium geometry (ωB97M-V with the def2-TZVPD basis set).

Results
spin multiplicity = 1
lowest unoccupied orbital energy = 2.5 eV
HOMO = -4.5 eV
strongest force on any atom = 1.8 eV/A
DFT total energy = -58507.60504 eV
charge = -1
relative energy (zero: lowest compared OMol25 entry of this formula, charge and spin) = 0.798 eV

CARTESIAN COORDINATES (ANGSTROEM)
1 Mg -0.6367 -0.4388 -0.1592
2 C 3.0331 0.5366 4.6749
3 C 1.8165 -0.3857 4.5559
4 N 0.6968 0.2211 3.8886
5 C 0.6577 0.4854 2.5579
6 S 1.8642 -0.1019 1.5433
7 N -0.2663 1.3640 2.1975
8 N -0.6682 1.3936 0.9539
9 C -1.1871 2.4803 0.4662
10 C -1.2028 3.7835 1.2253
11 C -1.6762 2.4058 -0.8804
12 C -2.2956 3.4856 -1.5404
13 C -2.6006 3.3644 -2.8772
14 C -2.3288 2.1688 -3.5293
15 C -1.8144 1.1194 -2.7782
16 N -1.4936 1.2375 -1.5107
17 H 3.8564 -0.0074 5.1337
18 H 2.8059 1.4127 5.2802
19 H 3.3336 0.8532 3.6787
20 H 1.4872 -0.7035 5.5480
21 H 2.1045 -1.2601 3.9676
22 H -0.0182 0.6749 4.4342
23 H -0.3854 3.7857 1.9460
24 H -2.1383 3.9187 1.7708
25 H -1.0718 4.6226 0.5450
26 H -2.5285 4.3973 -1.0113
27 H -3.0407 4.1962 -3.4155
28 H -2.5168 2.0492 -4.5837
29 H -1.6505 0.1518 -3.2217
30 C 4.2801 -0.1867 -4.3808
31 C 3.1727 -0.2254 -3.3724
32 C 2.7146 0.9261 -2.7418
33 C 1.6844 0.8274 -1.8228
34 N 1.1080 -0.3187 -1.5125
35 C 1.5335 -1.4234 -2.0982
36 C 2.5592 -1.4253 -3.0287
37 H 4.6419 0.8293 -4.5216
38 H 3.9261 -0.5721 -5.3363
39 H 5.1079 -0.8130 -4.0500
40 H 3.1566 1.8873 -2.9639
41 H 1.3111 1.7007 -1.3023
42 H 1.0253 -2.3353 -1.8153
43 H 2.8717 -2.3513 -3.4873
44 C -2.4696 -3.5714 3.1867
45 C -3.2572 -2.6112 2.5760
46 C -2.6994 -1.7401 1.6540
47 C -1.3469 -1.7721 1.3000
48 C -0.5910 -2.7643 1.9314
49 C -1.1282 -3.6468 2.8557
50 H -2.8972 -4.2547 3.9114
51 H -4.3137 -2.5481 2.8181
52 H -3.3502 -1.0076 1.1832
53 H 0.4674 -2.8538 1.7016
54 H -0.5026 -4.4044 3.3183
55 F -1.3839 -1.5902 -1.6085
56 B -1.8483 -2.5411 -2.5866
57 F -1.3678 -2.1184 -3.8148
58 F -1.3255 -3.7658 -2.2712
59 F -3.2154 -2.5382 -2.5796

The net atomic charges from natural (NBO), expressed in e, are: 1.71 -0.62 -0.22 -0.60 0.30 -0.43 -0.46 -0.29 0.11 -0.67 0.19 -0.27 -0.16 -0.29 0.08 -0.53 0.20 0.19 0.23 0.19 0.22 0.39 0.25 0.22 0.20 0.21 0.21 0.22 0.24 -0.63 0.03 -0.27 0.08 -0.54 0.08 -0.25 0.21 0.22 0.22 0.21 0.21 0.23 0.21 -0.26 -0.24 -0.24 -0.61 -0.17 -0.27 0.19 0.19 0.18 0.18 0.19 -0.63 1.35 -0.57 -0.56 -0.55

---

What is the lowest unoccupied orbital energy in the second record?
1.0 eV

---

The lowest HOMO belongs to which entry?
H16HeO8